No. 1
# C2H2F5O4P

The molecule C2H2F5O4P (wB97M-V/def2-TZVPD, the OMol25 dataset).

Output
HOMO level in eV: -11.12
SMILES: O=P(O)(O)OC(F)(F)C(F)(F)F

```
! wB97M-V def2-TZVPD RIJCOSX def2/J DEFGRID3
* xyz 0 1
O -1.414 1.855 2.216
P -0.423 1.227 1.109
O 1.171 1.899 1.520
O -0.849 1.908 -0.424
O -0.276 -0.481 1.211
C -0.450 -1.197 -0.053
F -0.596 -2.653 0.343
F -1.756 -0.902 -0.753
C 0.848 -1.176 -1.062
F 1.994 -1.932 -0.445
F 0.389 -1.807 -2.356
F 1.359 0.164 -1.411
H 1.771 1.437 0.837
H -1.768 1.657 -0.733
*
```

In the Mulliken picture, each atom carries the following charge in e: -0.602, 0.852, -0.468, -0.431, -0.225, 0.653, -0.260, -0.255, 0.647, -0.211, -0.222, -0.202, 0.367, 0.356

***

No. 2
# C56H60IN3O8S

A cluster of 3 separate species, C56H60IN3O8S in total (wB97M-V/def2-TZVPD, the OMol25 dataset).

Output
HOMO level in eV: -8.43
SMILES: CCOCCCCCc1c(OC[C@@H](C)CC(C)C)c(CCCCNC(C)=O)c2nsnc2c1CC(=O)I.O=C1c2ccccc2C(=O)c2ccccc21.O=C1c2ccccc2C(=O)c2ccccc21
Energy above the lowest of the compared OMol25 structures with the same formula, charge and spin in kcal per mole: 107.4

```
! wB97M-V def2-TZVPD RIJCOSX def2/J DEFGRID3
* xyz 0 1
C -5.094 -5.765 2.054
C -3.624 -5.832 1.481
O -3.460 -5.108 0.249
C -2.713 -5.870 -0.718
C -2.797 -5.071 -2.079
C -1.659 -3.970 -2.204
C -2.292 -2.495 -2.316
C -1.332 -1.654 -3.259
C -1.265 -0.111 -2.967
C 0.141 0.520 -2.756
O 1.286 -0.268 -2.778
C 2.047 -0.238 -1.550
C 1.253 -0.572 -0.218
C 0.641 0.727 0.506
C 0.186 -1.745 -0.343
C 0.169 -2.760 0.893
C 1.487 -3.633 1.001
C -0.224 -2.023 2.257
C 0.218 1.978 -2.547
C 1.545 2.791 -2.383
C 1.521 3.976 -3.494
C 1.519 5.434 -2.874
C 0.975 6.428 -4.024
N -0.487 6.686 -3.927
C -0.792 8.073 -3.580
C -1.788 8.268 -2.358
O -0.323 9.024 -4.181
C -1.077 2.765 -2.487
N -1.255 4.104 -2.265
S -2.838 4.596 -2.240
N -3.490 3.073 -2.567
C -2.483 2.168 -2.674
C -2.504 0.686 -2.942
C -3.934 0.037 -3.195
C -4.848 0.902 -4.144
O -6.010 0.998 -3.841
I -4.069 1.907 -5.897
H -5.845 -6.283 1.385
H -5.422 -4.711 2.290
H -5.121 -6.319 3.044
H -3.254 -6.899 1.357
H -2.934 -5.346 2.246
H -3.213 -6.875 -0.886
H -1.622 -5.994 -0.433
H -3.827 -4.618 -2.143
H -2.693 -5.750 -2.982
H -0.853 -4.036 -1.426
H -1.139 -4.128 -3.203
H -2.502 -2.030 -1.316
H -3.301 -2.658 -2.806
H -0.280 -2.056 -3.316
H -1.743 -1.757 -4.317
H 2.837 -1.048 -1.655
H 2.622 0.711 -1.360
H 2.036 -0.950 0.519
H -0.445 0.870 0.230
H 0.654 0.514 1.618
H 1.269 1.645 0.351
H 0.368 -2.316 -1.292
H -0.830 -1.237 -0.315
H -0.681 -3.492 0.698
H 1.843 -3.980 -0.014
H 2.256 -3.032 1.559
H 1.217 -4.537 1.634
H 0.705 -1.635 2.755
H -0.969 -1.204 2.021
H -0.761 -2.785 2.896
H 1.665 3.284 -1.376
H 2.471 2.197 -2.647
H 0.682 3.828 -4.243
H 2.471 3.900 -4.115
H 2.577 5.787 -2.675
H 0.908 5.527 -1.936
H 1.126 5.867 -5.002
H 1.602 7.358 -4.112
H -0.977 6.442 -4.792
H -1.344 7.653 -1.517
H -1.869 9.359 -2.113
H -2.786 7.839 -2.686
H -4.413 -0.207 -2.205
H -3.719 -0.922 -3.765
C 8.008 -0.146 -2.724
C 6.700 -0.623 -2.737
C 6.145 -1.163 -1.585
C 6.901 -1.237 -0.419
C 8.220 -0.783 -0.412
C 8.768 -0.226 -1.565
C 9.051 -0.904 0.812
O 10.200 -0.505 0.821
C 8.457 -1.528 2.021
C 9.239 -1.702 3.160
C 8.689 -2.271 4.300
C 7.352 -2.661 4.310
C 6.570 -2.495 3.175
C 7.123 -1.937 2.025
C 6.290 -1.796 0.807
O 5.122 -2.135 0.807
H 8.438 0.284 -3.622
H 6.112 -0.571 -3.647
H 5.125 -1.528 -1.599
H 9.788 0.141 -1.561
H 10.280 -1.397 3.159
H 9.301 -2.410 5.184
H 6.921 -3.099 5.203
H 5.531 -2.804 3.187
C -4.004 2.588 0.739
C -5.300 2.081 0.702
C -5.851 1.498 1.835
C -5.102 1.408 3.006
C -3.794 1.894 3.035
C -3.252 2.494 1.901
C -2.967 1.761 4.259
O -1.828 2.187 4.286
C -3.550 1.091 5.448
C -2.768 0.907 6.586
C -3.308 0.293 7.707
C -4.635 -0.132 7.700
C -5.415 0.045 6.567
C -4.873 0.647 5.435
C -5.706 0.799 4.216
O -6.864 0.424 4.208
H -3.579 3.050 -0.144
H -5.882 2.144 -0.211
H -6.863 1.110 1.804
H -2.240 2.885 1.922
H -1.736 1.238 6.598
H -2.696 0.146 8.590
H -5.058 -0.605 8.579
H -6.446 -0.292 6.565
*
```

Results of the Mulliken charge analysis, in e, for atoms 1 through 99: -1.015, -0.317, -0.266, -0.441, -0.984, -0.108, -0.236, -2.542, 0.450, 0.104, -0.693, -0.529, 0.785, -1.354, -0.344, 0.979, -1.255, -1.386, 0.296, -0.579, -1.273, -0.220, -1.029, -0.031, 0.365, -0.745, -0.556, 0.273, -0.195, 0.001, -0.642, 0.527, 0.910, -0.002, -0.087, -0.485, -0.024, 0.277, 0.239, 0.343, 0.399, 0.159, 0.486, 0.242, 0.324, 0.355, -0.263, 0.402, 0.057, 0.829, 0.569, 0.666, -0.095, 0.293, 0.360, 0.097, 0.497, 0.202, 0.239, -0.110, -0.130, 0.289, 0.191, 0.424, 0.266, 0.259, 0.400, 0.380, 0.173, 0.428, 0.380, 0.420, 0.342, 0.423, 0.302, 0.279, 0.217, 0.312, 0.179, 0.261, 0.251, -0.422, -0.626, -0.433, 0.086, 0.487, -0.698, 0.524, -0.677, 0.240, -0.573, -0.473, -0.552, -0.442, 0.193, 0.451, -0.669, 0.399, 0.452

***

No. 3
# C6H14O

A cluster of 2 separate species, C6H14O in total (wB97M-V/def2-TZVPD, the OMol25 dataset).

Output
HOMO level in eV: -8.76
SMILES: C/C=C/CCC.O
Energy above the lowest of the compared OMol25 structures with the same formula, charge and spin in kcal per mole: 44.6

```
! wB97M-V def2-TZVPD RIJCOSX def2/J DEFGRID3
* xyz 0 1
C 0.566 -1.260 -2.049
C -0.492 -0.866 -0.955
C -0.196 0.301 -0.017
C 0.884 0.012 1.007
C 1.632 -1.092 1.056
C 3.137 -1.002 1.274
H 0.838 -2.300 -1.812
H 0.069 -1.306 -3.012
H 1.524 -0.775 -1.899
H -1.465 -0.730 -1.414
H -0.608 -1.763 -0.339
H 0.150 1.190 -0.554
H -1.101 0.713 0.461
H 1.263 0.761 1.711
H 1.349 -1.997 0.521
H 3.627 -1.934 1.583
H 3.505 -0.739 0.271
H 3.521 -0.238 1.944
H -3.772 3.481 0.334
H -5.254 3.642 0.427
O -4.582 3.151 -0.057
*
```

In the Mulliken picture, each atom carries the following charge in e: -1.021, -0.773, -0.462, -0.171, -0.287, -1.064, 0.254, 0.334, 0.336, 0.470, 0.284, 0.293, 0.349, 0.309, 0.268, 0.324, 0.195, 0.360, 0.315, 0.318, -0.632

***

No. 4
# CHI2P

A structure of composition CHI2P (wB97M-V/def2-TZVPD, the OMol25 dataset).

Output
HOMO level (alpha / beta) in eV: -7.84 / -8.15
Energy above the lowest of the compared OMol25 structures with the same formula, charge and spin in kcal per mole: 100.5

```
! wB97M-V def2-TZVPD RIJCOSX def2/J DEFGRID3
* xyz 0 1
C -0.319 0.654 0.312
P -1.219 -1.948 -0.865
I 0.459 2.346 -0.290
I 0.959 -1.353 -0.379
H 0.119 0.301 1.222
*
```

In the Mulliken picture, each atom carries the following charge in e: -0.622, -0.001, 0.152, 0.194, 0.277

***

No. 5
# C23H25F3NO4SV

A structure of composition C23H25F3NO4SV (wB97M-V/def2-TZVPD, the OMol25 dataset).

Output
HOMO level (alpha / beta) in eV: -7.86 / -8.93
Expectation value of S²: 2.0563
Energy above the lowest of the compared OMol25 structures with the same formula, charge and spin in kcal per mole: 40.5

```
! wB97M-V def2-TZVPD RIJCOSX def2/J DEFGRID3
* xyz 0 3
C -0.692 1.778 -0.238
C 0.583 1.911 -0.875
C 0.594 1.074 -2.028
H 1.308 2.689 -0.684
C -0.672 0.423 -2.108
C -1.453 0.842 -0.988
H -1.031 -0.193 -2.925
C 0.658 -0.210 2.302
C 1.258 0.968 1.732
C 2.237 0.545 0.775
H 1.031 1.987 2.011
C 2.329 -0.889 0.859
C 1.324 -1.351 1.765
H 1.399 0.994 -2.756
H -2.498 0.643 -0.835
H -1.055 2.315 0.638
H 1.131 -2.388 2.017
H 2.928 1.156 0.209
H -0.196 -0.239 2.962
V 0.317 -0.261 0.094
C 3.024 -1.742 -0.154
C 3.269 -3.204 0.344
C 4.325 -1.126 -0.668
H 3.809 -3.234 1.306
H 3.879 -3.783 -0.379
H 2.325 -3.751 0.480
H 5.089 -0.902 0.093
H 4.085 -0.202 -1.207
H 4.728 -1.814 -1.427
C 2.111 -1.551 -1.408
C 1.348 -2.757 -1.840
H 2.630 -1.033 -2.193
H 1.197 -0.840 -1.310
O 0.435 -3.075 -1.035
N 1.571 -3.122 -3.172
C 0.751 -2.341 -4.139
H 1.599 -4.148 -3.331
C 1.397 -1.106 -4.750
C 0.532 -0.302 -5.494
H -0.512 -0.631 -5.565
C 0.972 0.884 -6.073
H 0.256 1.492 -6.617
C 2.317 1.259 -5.946
H 2.676 2.159 -6.445
C 3.198 0.434 -5.246
H 4.246 0.713 -5.167
C 2.757 -0.767 -4.670
H 3.475 -1.412 -4.156
H -0.223 -2.032 -3.670
H 0.398 -2.991 -4.972
F -4.168 -1.003 2.562
C -3.407 -0.640 1.513
F -4.199 -0.175 0.505
F -2.577 0.377 1.901
S -2.396 -2.113 0.975
O -1.463 -2.292 2.083
O -3.417 -3.126 0.801
O -1.738 -1.694 -0.287
*
```

In the Mulliken picture, each atom carries the following charge in e: -0.774, -1.291, -0.157, 0.556, 0.483, -1.136, 0.557, -0.663, -0.418, -0.935, 0.584, 0.423, -0.505, 0.432, 0.743, 0.502, 0.375, 0.597, 0.480, -0.172, 2.234, -1.990, -1.823, 0.372, 0.418, 0.432, 0.301, 0.439, 0.411, 1.238, -0.286, -0.050, -0.293, -0.461, -0.141, -0.876, 0.369, 0.741, -0.417, 0.394, -0.624, 0.398, -0.556, 0.393, -0.531, 0.406, -0.200, 0.382, 0.180, 0.568, -0.231, 0.617, -0.232, -0.223, 0.953, -0.687, -0.688, -0.616

***

No. 6
# C3H3F

A structure of composition C3H3F (wB97M-V/def2-TZVPD, the OMol25 dataset).

Output
HOMO level in eV: -10.13
Energy above the lowest of the compared OMol25 structures with the same formula, charge and spin in kcal per mole: 46.5

```
! wB97M-V def2-TZVPD RIJCOSX def2/J DEFGRID3
* xyz 0 1
C -1.429 1.117 -0.702
C -2.168 1.982 -1.078
C 0.029 0.121 0.046
F -3.130 2.758 -1.449
H -0.377 -0.788 0.594
H 0.448 0.720 0.762
H 0.816 -0.123 -0.733
*
```

In the Mulliken picture, each atom carries the following charge in e: -0.280, 0.388, -0.625, -0.247, 0.241, 0.274, 0.248